1:
Density functional theory data (ωB97M-V with the def2-TZVPD basis set) for a 8-piece molecular cluster, H16O8 overall.

Calculated values
Highest occupied orbital energy, eV: -11.1
Structure (SMILES): O.O.O.O.O.O.O.O

Structure (ORCA input):
```
! wB97M-V def2-TZVPD RIJCOSX def2/J DEFGRID3
* xyz 0 1
O 2.2181 0.9214 -1.5703
H 1.3353 1.0750 -1.8479
H 2.0839 0.0204 -1.3491
O -1.2925 1.6213 0.1857
H -0.3145 1.6175 0.3867
H -1.5874 2.3702 -0.3228
O -0.0527 0.1462 -3.1441
H -0.6607 -0.4506 -2.7168
H 0.3324 -0.3827 -3.7915
O 1.5153 -1.4106 0.0953
H 1.8897 -2.1934 -0.3868
H 0.5907 -1.7307 0.1138
O -0.5388 -2.0859 1.9497
H 0.3920 -1.9995 2.1391
H -0.8998 -1.1759 1.9440
O 1.0674 1.3603 0.9747
H 1.0957 0.5464 1.4403
H 1.8422 1.3810 0.3523
O -1.6846 0.7811 2.8151
H -0.9801 1.1029 3.4369
H -1.6131 1.4303 2.0400
O -1.2493 -1.0472 -1.1716
H -1.4184 -0.3351 -0.4948
H -2.0708 -1.5624 -1.0776
*
```


2:
Density functional theory data (ωB97M-V with the def2-TZVPD basis set) for H16O8 as an isolated structure.

Calculated values
Highest occupied orbital energy, eV: -8.6

Structure (ORCA input):
```
! wB97M-V def2-TZVPD RIJCOSX def2/J DEFGRID3
* xyz 0 1
O -0.5012 2.8317 -0.5383
H -0.4085 1.9097 -0.2985
H -0.4987 2.8322 -1.4955
O 0.4258 0.1415 2.1818
H 0.2095 0.6045 1.3724
H 0.2438 -0.7781 1.9883
O 1.5120 2.2070 -2.4591
H 2.4670 2.2441 -2.4068
H 1.3014 1.2799 -2.3473
O 0.0594 0.4192 0.0993
H -0.5181 -0.3418 0.0393
H 0.6217 0.3552 -0.6727
O -2.3777 0.0791 0.7729
H -2.2216 -0.8527 0.6189
H -2.3960 0.1650 1.7261
O -1.0139 -1.4215 2.0552
H -0.6936 -2.2055 2.5014
H -1.3566 -1.7431 1.2213
O -0.1437 -2.3845 0.1189
H 0.3564 -2.3843 -0.6972
H 0.5074 -2.2143 0.7995
O 1.2584 0.0510 -1.3989
H 1.2685 -0.3327 -2.2758
H 1.8983 -0.4617 -0.9052
*
```


3:
Density functional theory data (ωB97M-V with the def2-TZVPD basis set) for a 8-piece molecular cluster, H16O8 overall.

Calculated values
Highest occupied orbital energy, eV: -10.4
Structure (SMILES): O.O.O.O.O.O.O.O

Structure (ORCA input):
```
! wB97M-V def2-TZVPD RIJCOSX def2/J DEFGRID3
* xyz 0 1
O -0.8223 -0.7319 0.0934
H -0.1133 -1.1639 0.4954
H -0.4343 -0.5379 -0.7706
O -3.2343 0.7481 0.3124
H -2.5343 0.1031 0.2214
H -3.0683 1.2951 -0.4146
O 1.6887 -1.3889 1.5094
H 2.1917 -0.7579 0.9584
H 2.3417 -1.9309 2.0044
O 0.8327 -0.1949 3.8554
H 1.1537 -0.4989 2.9814
H -0.1033 -0.0769 3.8314
O -0.3493 1.6551 1.7464
H -0.7243 1.4901 2.6584
H -0.4913 0.8441 1.2654
O 2.3877 -2.0329 -2.4706
H 2.6967 -2.0519 -3.3776
H 1.5477 -1.5399 -2.4286
O 0.3937 -0.1839 -2.2426
H -0.3203 -0.2609 -2.9516
H 1.0347 0.5021 -2.5296
O -1.1103 2.5071 -1.5946
H -2.0403 2.6011 -1.7366
H -0.9243 1.6061 -1.4156
*
```


The structure shown above that is least stable: 2.